{
  "formula": "CH3N2S2",
  "method": "ωB97M-V with the def2-TZVPD basis set",
  "symbols": ["C", "N", "N", "S", "S", "H", "H", "H"],
  "coordinates": [[0.279, -0.041, -0.193], [0.822, -0.374, -1.498], [0.589, 1.099, 0.329], [1.300, 0.974, -2.239], [2.976, 0.454, -3.063], [-0.205, -0.912, 0.207], [1.108, -1.419, -1.656], [0.381, 1.057, 1.258]],
  "nbo_charge": [0.25, -0.81, -0.58, 0.94, 0.11, 0.21, 0.49, 0.38],
  "total_charge": 1,
  "relative_energy_kj_mol": 106.6,
  "gap_ev": [7.384, 7.383],
  "total_energy_ha": -945.43271
}